# C38H100N8O9

A cluster of 9 separate species, C38H100N8O9 in total in a non-equilibrium geometry (ωB97M-V with the def2-TZVPD basis set, the Open Molecules 2025 dataset).

Each line ends with the Löwdin charge.
CARTESIAN COORDINATES (ANGSTROEM)
C (5.111, -26.403, 4.072)  -0.035
C (3.708, -26.791, 4.579)  -0.498
C (3.850, -28.027, 5.481)  -0.124
C (4.390, -27.661, 6.863)  -0.163
C (3.625, -26.496, 7.476)  -0.126
C (3.455, -25.258, 6.585)  -0.502
N (3.024, -25.707, 5.259)  -0.101
O (2.722, -24.678, 4.350)  -0.010
C (2.341, -24.389, 7.161)  -0.034
C (4.746, -24.409, 6.538)  -0.020
C (2.882, -27.209, 3.342)  -0.033
H (5.893, -26.518, 4.827)  0.066
H (5.195, -25.372, 3.720)  0.086
H (5.435, -27.031, 3.237)  0.084
H (2.910, -28.574, 5.505)  0.081
H (4.668, -28.633, 5.083)  0.126
H (5.450, -27.394, 6.818)  0.104
H (4.372, -28.539, 7.514)  0.099
H (4.017, -26.156, 8.439)  0.129
H (2.623, -26.862, 7.703)  0.083
H (1.411, -24.948, 7.062)  0.052
H (2.480, -24.116, 8.208)  0.087
H (2.276, -23.449, 6.611)  0.088
H (4.866, -23.942, 7.521)  0.084
H (5.642, -25.014, 6.409)  0.067
H (4.665, -23.645, 5.768)  0.084
H (3.197, -28.185, 2.979)  0.087
H (2.991, -26.481, 2.539)  0.085
H (1.842, -27.185, 3.679)  0.060
H (1.751, -24.599, 4.380)  0.075
C (3.630, -31.236, 13.911)  -0.066
C (2.604, -30.118, 13.858)  -0.438
C (1.923, -30.028, 12.497)  -0.213
O (2.917, -30.071, 11.481)  -0.180
C (2.370, -29.936, 10.196)  -0.105
N (1.545, -30.229, 14.869)  0.033
H (3.950, -31.410, 14.943)  0.075
H (4.522, -31.064, 13.310)  0.077
H (3.221, -32.190, 13.560)  0.084
H (3.126, -29.168, 13.994)  0.142
H (1.372, -29.087, 12.434)  0.105
H (1.271, -30.891, 12.314)  0.130
H (1.928, -28.944, 10.071)  0.078
H (1.658, -30.736, 9.947)  0.071
H (3.163, -30.079, 9.458)  0.078
H (1.170, -31.178, 14.884)  0.074
H (2.052, -30.223, 15.756)  0.071
C (-5.626, -28.818, 11.442)  -0.042
C (-4.466, -29.079, 10.493)  -0.443
C (-3.222, -29.664, 11.155)  -0.211
O (-2.602, -28.645, 11.907)  -0.227
C (-1.387, -29.119, 12.488)  -0.085
N (-4.882, -29.987, 9.433)  0.045
H (-5.346, -28.143, 12.249)  0.061
H (-5.868, -29.767, 11.939)  0.086
H (-6.508, -28.487, 10.900)  0.080
H (-4.188, -28.095, 10.083)  0.122
H (-2.544, -29.991, 10.356)  0.102
H (-3.508, -30.543, 11.743)  0.135
H (-1.569, -29.967, 13.155)  0.096
H (-0.882, -28.360, 13.078)  0.084
H (-0.803, -29.466, 11.630)  0.066
H (-5.839, -29.797, 9.145)  0.071
H (-4.392, -29.842, 8.553)  0.064
C (1.956, -32.859, 7.617)  -0.044
C (1.174, -31.782, 6.885)  -0.403
C (-0.202, -31.579, 7.516)  -0.240
O (-0.956, -32.751, 7.459)  -0.165
C (-2.249, -32.582, 7.992)  -0.097
N (1.931, -30.521, 6.907)  0.052
H (1.426, -33.810, 7.527)  0.082
H (1.976, -32.669, 8.696)  0.072
H (2.984, -32.927, 7.264)  0.083
H (0.923, -32.083, 5.863)  0.116
H (-0.700, -30.687, 7.100)  0.102
H (-0.098, -31.232, 8.566)  0.115
H (-2.772, -33.536, 7.971)  0.090
H (-2.793, -31.898, 7.326)  0.085
H (-2.246, -32.207, 9.018)  0.078
H (2.770, -30.659, 7.455)  0.060
H (1.422, -29.737, 7.321)  0.060
C (0.592, -30.513, 1.989)  -0.046
C (0.711, -29.948, 3.402)  -0.427
C (-0.606, -30.012, 4.130)  -0.191
O (-1.491, -29.058, 3.537)  -0.232
C (-2.795, -29.119, 4.076)  -0.091
N (1.707, -30.734, 4.178)  0.047
H (-0.214, -29.973, 1.493)  0.074
H (0.443, -31.592, 1.997)  0.083
H (1.509, -30.287, 1.439)  0.075
H (1.129, -28.939, 3.333)  0.088
H (-0.523, -29.737, 5.189)  0.088
H (-1.035, -31.012, 3.993)  0.141
H (-3.278, -30.076, 3.863)  0.092
H (-3.365, -28.261, 3.733)  0.091
H (-2.706, -29.037, 5.171)  0.076
H (2.545, -30.767, 3.609)  0.073
H (1.902, -30.267, 5.061)  0.004
C (0.589, -26.344, 9.680)  -0.029
C (-0.800, -26.560, 9.088)  -0.383
C (-0.938, -27.988, 8.563)  -0.179
O (-0.012, -28.330, 7.545)  -0.218
C (-0.122, -27.535, 6.383)  -0.096
N (-1.885, -26.341, 10.053)  0.075
H (0.870, -25.290, 9.637)  0.079
H (1.375, -26.903, 9.189)  0.042
H (0.560, -26.613, 10.740)  0.071
H (-1.000, -25.830, 8.297)  0.120
H (-1.961, -28.137, 8.184)  0.119
H (-0.805, -28.742, 9.345)  0.115
H (0.355, -28.048, 5.550)  0.075
H (0.398, -26.587, 6.548)  0.064
H (-1.147, -27.274, 6.094)  0.091
H (-2.113, -27.182, 10.582)  0.053
H (-1.611, -25.628, 10.725)  0.067
C (-4.242, -25.531, 12.930)  -0.048
C (-3.583, -24.392, 13.713)  -0.438
C (-2.544, -23.600, 12.921)  -0.196
O (-1.473, -24.357, 12.386)  -0.215
C (-0.635, -24.931, 13.366)  -0.099
N (-4.589, -23.427, 14.166)  0.025
H (-4.640, -25.114, 12.000)  0.085
H (-5.073, -25.956, 13.490)  0.073
H (-3.520, -26.308, 12.668)  0.058
H (-3.110, -24.739, 14.635)  0.128
H (-2.208, -22.746, 13.518)  0.126
H (-3.039, -23.198, 12.030)  0.133
H (-1.178, -25.544, 14.089)  0.083
H (-0.087, -24.132, 13.881)  0.095
H (0.126, -25.569, 12.913)  0.075
H (-5.237, -23.842, 14.819)  0.068
H (-5.130, -22.995, 13.429)  0.073
C (-0.603, -24.229, 1.446)  -0.053
C (-0.382, -25.541, 2.202)  -0.421
C (-0.813, -25.380, 3.655)  -0.193
O (-0.165, -24.261, 4.235)  -0.203
C (-0.756, -23.840, 5.432)  -0.103
N (-1.259, -26.573, 1.629)  0.057
H (-0.052, -23.384, 1.849)  0.074
H (-1.671, -24.006, 1.420)  0.082
H (-0.316, -24.371, 0.399)  0.075
H (0.666, -25.853, 2.175)  0.117
H (-0.573, -26.301, 4.203)  0.099
H (-1.897, -25.255, 3.775)  0.135
H (-1.799, -23.535, 5.267)  0.093
H (-0.254, -22.960, 5.829)  0.095
H (-0.772, -24.613, 6.209)  0.064
H (-0.922, -26.855, 0.719)  0.074
H (-1.212, -27.337, 2.303)  0.038
C (-4.092, -25.695, 7.528)  -0.173
O (-4.305, -25.260, 8.854)  -0.154
H (-3.738, -24.845, 6.925)  0.069
H (-3.294, -26.440, 7.470)  0.047
H (-5.010, -26.066, 7.070)  0.075
H (-3.623, -25.680, 9.422)  0.019

Energy relative to the best compared isomer or geometry (same formula, charge and spin): 0.0 kJ/mol
Highest occupied orbital energy: -8.0 eV
Molar mass: 813.3 g/mol
Frontier orbital gap: 0.31503 Ha
SMILES: CC1(C)CCCC(C)(C)N1O.COC[C@H](C)N.COC[C@H](C)N.COC[C@H](C)N.COC[C@H](C)N.COC[C@H](C)N.COC[C@H](C)N.COC[C@H](C)N.CO

# C38H105N8O14

A cluster of 11 separate species, C38H105N8O14 in total in a non-equilibrium geometry (ωB97M-V with the def2-TZVPD basis set, the Open Molecules 2025 dataset).

Each line ends with the Löwdin charge.
CARTESIAN COORDINATES (ANGSTROEM)
C (8.257, 20.552, -2.661)  -0.024
C (7.238, 21.249, -3.546)  -0.280
C (7.048, 20.459, -4.851)  -0.187
O (6.308, 21.264, -5.757)  -0.170
C (5.952, 20.559, -6.949)  -0.066
N (5.899, 21.415, -2.890)  0.242
H (5.939, 21.568, -1.884)  0.161
H (5.373, 22.177, -3.325)  0.180
H (5.328, 20.576, -3.065)  0.115
H (8.309, 21.072, -1.699)  0.090
H (9.236, 20.539, -3.137)  0.109
H (8.026, 19.523, -2.366)  0.067
H (7.646, 22.207, -3.861)  0.173
H (6.502, 19.515, -4.748)  0.104
H (8.025, 20.258, -5.295)  0.133
H (6.724, 19.884, -7.330)  0.093
H (5.931, 21.324, -7.725)  0.106
H (4.981, 20.067, -6.884)  0.071
C (9.934, 14.420, -11.172)  -0.021
C (9.594, 15.916, -11.174)  -0.267
C (8.243, 16.276, -10.576)  -0.213
O (8.250, 16.197, -9.190)  -0.175
C (7.008, 16.496, -8.581)  -0.080
N (10.648, 16.739, -10.390)  0.240
H (11.573, 16.320, -10.483)  0.171
H (10.711, 17.636, -10.876)  0.173
H (10.376, 17.003, -9.430)  0.129
H (9.932, 13.941, -10.194)  0.091
H (10.865, 14.351, -11.736)  0.093
H (9.202, 13.794, -11.686)  0.094
H (9.667, 16.442, -12.123)  0.154
H (7.532, 15.555, -10.998)  0.141
H (7.986, 17.258, -10.987)  0.143
H (6.497, 17.400, -8.917)  0.099
H (7.245, 16.617, -7.524)  0.073
H (6.308, 15.666, -8.700)  0.061
C (-0.303, 20.440, 1.917)  -0.015
C (-0.719, 20.417, 0.459)  -0.281
C (0.397, 19.918, -0.474)  -0.204
O (1.494, 20.765, -0.302)  -0.167
C (2.705, 20.322, -0.893)  -0.083
N (-2.069, 19.729, 0.251)  0.243
H (-2.067, 18.800, 0.679)  0.178
H (-2.841, 20.226, 0.703)  0.189
H (-2.269, 19.697, -0.748)  0.173
H (-0.852, 21.222, 2.452)  0.105
H (0.714, 20.813, 2.021)  0.082
H (-0.483, 19.560, 2.535)  0.100
H (-0.963, 21.393, 0.032)  0.164
H (0.073, 19.993, -1.521)  0.123
H (0.693, 18.884, -0.255)  0.138
H (3.027, 19.355, -0.505)  0.068
H (3.469, 21.063, -0.656)  0.091
H (2.624, 20.347, -1.985)  0.075
C (5.683, 11.236, -3.617)  -0.009
C (4.852, 12.397, -3.078)  -0.317
C (4.227, 12.113, -1.733)  -0.191
O (3.655, 13.263, -1.156)  -0.204
C (2.327, 13.087, -0.656)  -0.059
N (5.728, 13.637, -3.034)  0.210
H (6.262, 13.608, -2.161)  0.147
H (6.313, 13.796, -3.852)  0.156
H (5.257, 14.554, -2.915)  0.107
H (4.969, 10.431, -3.777)  0.110
H (6.463, 11.025, -2.886)  0.097
H (6.136, 11.506, -4.570)  0.083
H (4.110, 12.795, -3.776)  0.159
H (4.962, 11.610, -1.094)  0.146
H (3.452, 11.360, -1.903)  0.147
H (2.202, 12.372, 0.160)  0.105
H (1.704, 12.745, -1.486)  0.099
H (2.025, 14.062, -0.280)  0.086
C (8.543, 15.703, -2.410)  -0.052
C (9.759, 14.763, -2.459)  -0.279
C (10.926, 15.342, -3.284)  -0.184
O (11.306, 16.521, -2.617)  -0.221
C (12.285, 17.274, -3.391)  -0.015
N (10.201, 14.539, -1.039)  0.223
H (11.101, 14.061, -0.904)  0.190
H (10.300, 15.356, -0.427)  0.179
H (9.543, 13.970, -0.499)  0.172
H (8.016, 15.629, -3.362)  0.079
H (8.920, 16.728, -2.349)  0.083
H (7.789, 15.680, -1.619)  0.055
H (9.419, 13.802, -2.845)  0.149
H (10.479, 15.576, -4.252)  0.119
H (11.743, 14.616, -3.264)  0.148
H (13.238, 16.804, -3.143)  0.103
H (12.299, 18.266, -2.948)  0.103
H (12.024, 17.267, -4.447)  0.083
C (5.305, 15.621, 0.649)  -0.040
C (4.837, 17.072, 0.571)  -0.287
C (4.417, 17.478, 2.004)  -0.185
O (3.853, 18.766, 1.958)  -0.208
C (3.439, 19.315, 3.197)  -0.064
N (5.946, 17.952, 0.008)  0.244
H (5.996, 17.841, -1.017)  0.114
H (5.836, 18.964, 0.124)  0.161
H (6.832, 17.794, 0.490)  0.170
H (4.472, 14.995, 0.961)  0.095
H (6.186, 15.485, 1.279)  0.097
H (5.575, 15.242, -0.339)  0.045
H (3.959, 17.098, -0.068)  0.145
H (5.286, 17.425, 2.670)  0.144
H (3.692, 16.750, 2.375)  0.144
H (4.254, 19.565, 3.873)  0.107
H (2.647, 18.715, 3.657)  0.102
H (2.880, 20.214, 2.928)  0.083
C (1.453, 21.174, -5.660)  -0.019
C (1.322, 19.685, -5.950)  -0.313
C (1.201, 18.852, -4.698)  -0.195
O (0.723, 17.558, -5.035)  -0.177
C (0.723, 16.694, -3.923)  -0.086
N (0.108, 19.438, -6.829)  0.238
H (0.286, 18.489, -7.185)  0.103
H (-0.741, 19.503, -6.270)  0.171
H (0.040, 20.112, -7.591)  0.180
H (2.140, 21.298, -4.822)  0.078
H (0.512, 21.602, -5.303)  0.096
H (1.735, 21.736, -6.548)  0.100
H (2.139, 19.271, -6.544)  0.139
H (0.437, 19.357, -4.092)  0.126
H (2.166, 18.750, -4.198)  0.116
H (0.072, 17.065, -3.128)  0.088
H (1.735, 16.468, -3.567)  0.084
H (0.377, 15.736, -4.313)  0.103
C (2.061, 10.471, -10.462)  -0.022
C (2.192, 11.635, -9.466)  -0.284
C (3.576, 12.025, -8.985)  -0.203
O (3.572, 13.217, -8.245)  -0.164
C (4.843, 13.477, -7.695)  -0.107
N (1.539, 12.810, -10.184)  0.223
H (1.708, 13.719, -9.710)  0.105
H (1.784, 12.934, -11.166)  0.175
H (0.519, 12.768, -10.137)  0.178
H (2.376, 10.693, -11.479)  0.097
H (0.989, 10.263, -10.550)  0.096
H (2.378, 9.514, -10.051)  0.099
H (1.595, 11.438, -8.576)  0.156
H (4.281, 12.143, -9.819)  0.144
H (3.964, 11.163, -8.427)  0.142
H (5.686, 13.268, -8.359)  0.098
H (5.031, 12.933, -6.762)  0.076
H (4.847, 14.550, -7.507)  0.052
C (4.963, 17.186, -4.892)  -0.006
C (4.929, 17.464, -3.387)  -0.685
O (4.598, 18.597, -2.976)  -0.062
O (5.252, 16.480, -2.635)  -0.108
H (4.527, 18.002, -5.471)  0.061
H (4.557, 16.234, -5.225)  0.068
H (6.005, 17.242, -5.226)  0.067
C (3.092, 16.809, -8.094)  -0.027
C (1.790, 16.557, -8.828)  -0.714
O (1.740, 15.674, -9.724)  -0.061
O (0.853, 17.379, -8.670)  -0.058
H (2.948, 16.505, -7.054)  0.059
H (3.470, 17.824, -8.220)  0.072
H (3.871, 16.172, -8.518)  0.047
C (9.436, 17.847, -5.637)  -0.055
C (10.260, 18.672, -6.635)  -0.786
O (9.945, 18.667, -7.846)  -0.080
O (11.239, 19.295, -6.165)  -0.042
H (9.501, 16.795, -5.928)  0.062
H (8.394, 18.158, -5.756)  0.030
H (9.769, 18.006, -4.610)  0.049

Energy relative to the best compared isomer or geometry (same formula, charge and spin): 281.2 kJ/mol
Charge: +5
Highest occupied orbital energy: -15.6 eV
Molar mass: 898.3 g/mol
Frontier orbital gap: 0.19661 Ha